ORCA calculation (ωB97M-V/def2-TZVPD) on a structure of composition C43H49AsCl2IN6O4S2Sr.

```
109
Properties=species:S:1:pos:R:3:lowdin_charge:R:1
Sr 0.1244 0.1767 -0.3236 1.015
C 4.5978 0.9160 -2.2181 -0.022
C 3.8146 2.1752 -2.0220 -0.259
N 4.4551 3.3102 -2.0326 0.112
C 3.7603 4.4714 -1.9532 -0.126
C 2.3942 4.5287 -1.9451 -0.166
C 1.6754 5.8585 -1.8781 -0.224
O 2.5051 6.9415 -1.4936 -0.074
C 1.6627 3.3105 -1.9591 -0.120
C 0.2454 3.3282 -2.2028 -0.082
N -0.5852 2.3536 -2.0369 0.022
C -1.8659 2.5668 -2.5769 -0.355
C -2.6051 3.7229 -2.3283 -0.029
C -3.8413 3.9178 -2.9156 -0.094
C -4.3700 2.9550 -3.7622 -0.127
C -3.6714 1.7792 -3.9849 -0.163
C -2.4357 1.5829 -3.3886 -0.644
I -1.4070 -0.2046 -3.6830 1.013
C 2.3678 2.0796 -1.8965 -0.355
O 1.7981 0.9515 -1.7937 -0.257
H 5.6586 1.1564 -2.2269 0.080
H 4.3233 0.4428 -3.1633 0.079
H 4.3812 0.1999 -1.4309 0.038
H 4.3577 5.3736 -1.9440 0.101
H 0.8227 5.7832 -1.1887 0.119
H 1.2733 6.1312 -2.8598 0.125
H 3.0262 6.6429 -0.7401 0.078
H -0.1303 4.2435 -2.6748 0.124
H -2.2047 4.4604 -1.6437 0.121
H -4.3986 4.8188 -2.6996 0.109
H -5.3366 3.1021 -4.2239 0.102
H -4.0851 1.0077 -4.6207 0.090
C -4.2644 1.8879 5.3257 -0.084
C -2.9551 2.5754 4.9653 -0.234
N -1.9337 1.6376 4.5235 -0.148
C -0.9634 1.2311 5.5246 -0.276
C 0.2387 2.1620 5.5834 -0.083
C -1.8623 1.2377 3.2230 -0.719
S -0.5640 0.2439 2.7543 0.622
N -2.8749 1.7385 2.4873 0.080
C -3.0386 1.5358 1.1831 -0.476
O -2.3143 0.9485 0.3577 -0.181
C -4.3251 2.1494 0.6677 -0.120
C -5.1407 2.9216 1.4902 -0.029
C -6.3362 3.4332 1.0148 -0.091
C -6.7373 3.1669 -0.2880 -0.096
C -5.9269 2.4033 -1.1136 -0.092
C -4.7199 1.9083 -0.6422 -0.049
H -4.9967 2.6125 5.6865 0.067
H -4.1111 1.1422 6.1076 0.068
H -4.6679 1.3896 4.4464 0.062
H -2.5470 3.0958 5.8360 0.109
H -3.1183 3.3189 4.1849 0.103
H -0.6417 0.2154 5.3008 0.070
H -1.4850 1.2123 6.4869 0.111
H 0.7687 2.1395 4.6331 0.049
H 0.9254 1.8495 6.3709 0.070
H -0.0700 3.1882 5.7898 0.067
H -4.8184 3.1038 2.5049 0.090
H -6.9621 4.0347 1.6624 0.094
H -7.6797 3.5541 -0.6566 0.094
H -6.2282 2.1978 -2.1327 0.092
H -4.0713 1.3283 -1.2836 0.098
C 2.9556 -2.1415 -2.3268 0.006
C 1.6835 -2.6238 -1.7112 -0.523
O 0.7037 -1.8931 -1.5661 -0.194
N 1.6428 -3.9264 -1.3476 0.088
C 0.5696 -4.4341 -0.5246 -0.135
C 0.9151 -4.3528 0.9382 -0.278
C 1.5168 -5.4217 1.5912 -0.036
C 1.9032 -5.2609 2.9125 -0.076
C 1.6847 -4.0376 3.5207 -0.056
C 1.0717 -3.0291 2.7890 -0.166
N 0.6812 -3.1812 1.5276 0.126
H 3.5404 -1.7211 -1.5053 0.056
H 2.7251 -1.3292 -3.0094 0.082
H 3.5190 -2.9347 -2.8186 0.085
H 2.5134 -4.4314 -1.3743 0.143
H 0.3530 -5.4633 -0.8239 0.124
H -0.3003 -3.8120 -0.7274 0.078
H 1.6797 -6.3556 1.0701 0.104
H 2.3795 -6.0718 3.4500 0.101
H 1.9824 -3.8541 4.5435 0.102
H 0.8729 -2.0605 3.2331 0.049
Cl 1.5753 2.4734 1.3291 0.689
C 3.2860 2.1004 1.3256 -0.628
C 4.1379 3.1819 1.4379 -0.139
C 5.5075 2.9732 1.4764 -0.103
C 5.9865 1.6753 1.4101 -0.137
C 5.1028 0.6192 1.3072 -0.695
Cl 5.7991 -0.9791 1.2145 0.614
C 3.7071 0.7578 1.2449 -0.748
S 2.6512 -0.6062 1.0855 0.511
H 3.7189 4.1763 1.4844 0.094
H 6.1898 3.8087 1.5435 0.095
H 7.0471 1.4704 1.4285 0.093
C -4.4518 -1.7108 -0.4817 -0.317
As -2.6795 -2.1776 0.2233 1.071
C -3.1552 -2.0924 2.1177 -0.326
C -2.8758 -4.1330 0.0508 -0.344
H -5.1883 -2.4637 -0.1937 0.018
H -4.4140 -1.6282 -1.5681 0.012
H -4.7439 -0.7446 -0.0756 0.002
H -4.0659 -2.6641 2.3065 0.023
H -3.2972 -1.0496 2.3963 -0.006
H -2.3292 -2.4881 2.7083 0.008
H -3.8559 -4.4452 0.4152 0.015
H -2.1047 -4.6273 0.6405 0.005
H -2.7689 -4.4316 -0.9923 0.016
```

## Properties
Electronic energy = -6578.70123 Ha
HOMO-LUMO gap = 6.420 eV
Maximum force = 0.83 eV/Å
Charge = -1
HOMO = -4.29 eV